28
Properties=species:S:1:pos:R:3:nbo_charge:R:1 method="wB97M-V/def2-TZVPD" smiles="CCCCNC(=O)O.O.O.O" orbital_gap_ev=10.2 homo_energy_ev=-9.8 total_energy_ha=-631.596181 lumo_ev=0.443
C -1.17005 -2.56232 0.84234 -0.60
C -0.39799 -1.50370 0.09963 -0.45
C -1.21345 -0.41257 -0.24884 -0.42
C -1.28266 0.79841 0.76045 -0.23
N -0.02060 1.53842 0.79864 -0.60
C 0.10317 2.46200 -0.16434 0.86
O 1.21076 2.95220 -0.44065 -0.64
O -1.01030 3.06569 -0.68649 -0.73
H -2.08694 -2.71430 0.23515 0.17
H -1.58442 -2.15932 1.76977 0.21
H -0.69895 -3.55865 1.21448 0.23
H 0.50553 -1.25140 0.60964 0.23
H 0.09839 -2.00382 -0.84493 0.21
H -2.28395 -0.61599 -0.43560 0.20
H -0.93645 0.11718 -1.24011 0.21
H -2.18438 1.50867 0.31640 0.24
H -1.28404 0.41772 1.80322 0.20
H 0.68734 1.04081 1.06577 0.40
H -1.14493 3.92946 -0.22044 0.51
O -2.77019 -3.71500 -1.76104 -0.91
H -3.41363 -3.17075 -1.33890 0.45
H -2.05109 -3.29180 -1.28345 0.46
O 2.64018 -0.67390 1.91269 -0.99
H 2.72936 -1.65676 2.07115 0.47
H 2.89862 -0.50434 0.95244 0.50
O 3.35363 -0.29675 -0.94173 -0.94
H 3.20198 0.49435 -1.31468 0.48
H 4.06492 -0.69889 -1.34802 0.48